C18H27ClF2NNbOPS | ωB97M-V/def2-TZVPD

Properties
LUMO level, hartree: 0.08987
HOMO-LUMO gap, eV: 6.01
Net charge: -1

Atoms and positions in Å:
C (2.283, 1.761, -0.199)
C (2.267, 0.739, -1.292)
C (3.614, 0.119, -1.624)
N (1.269, 0.381, -1.972)
Nb (-0.655, 1.149, -1.513)
C (-1.840, -0.793, -1.762)
C (-1.600, -1.891, -0.723)
C (-0.176, -2.437, -0.617)
S (0.714, -1.848, 0.863)
P (-2.959, 2.269, -1.042)
O (-2.761, 3.859, -1.523)
Cl (-3.263, 2.488, 1.046)
H (2.004, 2.738, -0.552)
H (1.675, 1.459, 0.641)
H (3.295, 1.862, 0.179)
H (4.329, 0.249, -0.824)
H (3.977, 0.599, -2.526)
H (3.448, -0.925, -1.844)
H (-1.088, 1.456, -3.293)
H (-0.100, 2.893, -1.518)
H (-0.503, 0.932, 0.294)
H (-1.661, -1.170, -2.763)
H (-2.897, -0.550, -1.731)
H (-1.965, -1.625, 0.262)
H (-2.194, -2.746, -1.038)
H (-0.246, -3.498, -0.466)
H (0.395, -2.292, -1.524)
H (1.971, -1.684, 0.439)
H (-1.909, 3.918, -1.991)
F (-1.645, -4.521, 0.936)
C (-2.178, -5.739, 0.767)
C (-1.348, -6.795, 0.448)
C (-1.903, -8.054, 0.275)
C (-3.272, -8.239, 0.413)
C (-4.088, -7.162, 0.730)
C (-3.542, -5.901, 0.912)
H (-0.285, -6.626, 0.339)
H (-1.265, -8.892, 0.031)
H (-3.701, -9.222, 0.273)
H (-5.155, -7.303, 0.833)
H (-4.158, -5.048, 1.164)
F (3.432, 4.575, 0.141)
C (2.848, 5.461, 0.970)
C (1.636, 5.132, 1.543)
C (1.035, 6.045, 2.396)
C (1.644, 7.265, 2.657)
C (2.861, 7.575, 2.066)
C (3.474, 6.666, 1.215)
H (1.172, 4.181, 1.317)
H (0.086, 5.801, 2.854)
H (1.168, 7.976, 3.320)
H (3.334, 8.527, 2.264)
H (4.424, 6.884, 0.747)